{"formula": "C20H28NO2STi", "method": "ωB97M-V with the def2-TZVPD basis set", "e_tot_ha": -2231.49845, "fmax_ev_per_a": 2.45, "e_above_lowest_kcal_mol": 19.6, "homo_ev": -11.3, "mol_weight_da": 394.4, "homo_lumo_gap_ev": 7.0, "total_charge": 1, "symbols": ["O", "C", "C", "H", "H", "C", "H", "H", "C", "H", "H", "H", "C", "H", "H", "H", "Ti", "C", "C", "C", "H", "C", "C", "H", "H", "H", "H", "C", "C", "C", "H", "C", "C", "H", "H", "H", "H", "O", "C", "C", "H", "H", "C", "H", "H", "C", "H", "H", "H", "H", "S", "C", "N"], "coordinates": [[0.895972, 0.647096, -2.402067], [1.785412, -0.293390, -3.107577], [1.987737, 0.600665, -4.319315], [1.270883, -1.223418, -3.378514], [2.742620, -0.488375, -2.602122], [0.990683, 1.509822, -3.584010], [1.615438, 0.156138, -5.243562], [2.999665, 0.992968, -4.437253], [-0.294355, 1.595834, -4.374797], [-0.732705, 0.602453, -4.527068], [-0.047782, 2.032794, -5.353858], [-1.005463, 2.259833, -3.874239], [1.586757, 2.866034, -3.285577], [2.489065, 2.790849, -2.667970], [0.843945, 3.493233, -2.784590], [1.853979, 3.346941, -4.237942], [-1.018484, -0.218645, 2.034645], [-0.374681, 0.651885, 4.100196], [0.280852, -0.605051, 3.951594], [1.146523, -0.536590, 2.815146], [0.236356, -1.436300, 4.650857], [1.096641, 0.822660, 2.311774], [0.171139, 1.552855, 3.118592], [0.016789, 2.631691, 3.083939], [-1.096263, 0.896581, 4.881635], [1.830075, -1.335584, 2.526058], [1.744528, 1.260902, 1.550403], [-3.089820, 0.358154, 2.751142], [-2.473732, 1.544266, 2.247464], [-2.242367, 1.369636, 0.830226], [-2.304218, 2.455486, 2.820351], [-2.747428, 0.075695, 0.464746], [-3.298927, -0.538244, 1.647736], [-3.910364, -1.440166, 1.663410], [-3.416862, 0.174298, 3.770971], [-1.856043, 2.137354, 0.160051], [-2.830554, -0.325321, -0.544837], [-0.460391, -1.649661, 0.332494], [0.301860, -0.593018, -0.297819], [1.745142, -1.060179, -0.216444], [0.112159, 0.416504, 0.146273], [-0.039294, -0.532262, -1.334556], [1.569002, -2.541910, -0.614843], [2.128374, -1.048771, 0.805047], [2.424831, -0.411045, -0.768186], [0.285616, -2.933722, 0.085282], [2.439433, -3.140407, -0.321111], [1.542247, -2.591685, -1.707625], [0.475136, -3.374131, 1.075708], [-0.362292, -3.612730, -0.484924], [-1.678627, -2.527637, 2.862378], [-2.398455, -2.403757, 4.366217], [-2.929751, -2.380628, 5.416469]], "forces_ev_per_a": [[1.2, 0.2, -1.8], [0.5, -0.5, -0.2], [-0.3, -0.3, 0.4], [0.1, 0.1, 0.4], [-0.6, -0.1, 0.1], [0.4, 0.8, -1.3], [0.1, 0.3, 0.0], [-0.2, 0.0, 0.0], [-0.2, 0.3, 0.2], [0.0, 0.2, 0.0], [-0.2, -0.1, 0.3], [-0.1, -0.2, -0.1], [-0.3, 0.2, 0.1], [-0.2, 0.0, -0.1], [0.2, 0.1, 0.1], [-0.1, -0.1, 0.3], [0.5, -1.1, -0.3], [0.6, -0.2, -0.2], [0.5, 0.6, -0.1], [-0.3, 0.9, 0.8], [-0.3, 0.2, -0.4], [-0.2, -0.3, 1.2], [0.6, -0.8, -0.1], [-0.2, -0.5, -0.2], [0.3, -0.1, -0.3], [-0.5, 0.4, 0.2], [-0.4, -0.3, 0.1], [-0.2, 0.3, -0.9], [-0.7, -0.2, -1.0], [-0.5, -0.3, 1.2], [0.1, -0.4, -0.3], [-0.8, 0.2, 1.2], [-0.2, 1.3, -0.9], [0.6, 0.2, 0.1], [0.2, 0.0, -0.2], [0.1, -0.4, 0.2], [0.3, 0.0, 0.4], [0.4, 0.0, 0.6], [0.0, -0.6, -0.4], [0.0, -0.1, 0.6], [-0.1, -0.5, 0.1], [0.0, 0.1, 0.6], [1.1, 0.7, -0.6], [-0.2, 0.2, -0.3], [-0.2, -0.5, -0.2], [-0.4, 0.1, 0.7], [-0.4, 0.0, 0.2], [-0.4, -0.3, 0.2], [-0.1, 0.2, -0.3], [0.1, 0.4, 0.2], [0.5, -0.4, -0.3], [-1.2, 0.1, 2.2], [1.1, 0.1, -2.1]]}